An isolated ion of composition C9H12N3 and charge +1, computed with ωB97M-V/def2-TZVPD.

XYZ file:
```
24
Properties=species:S:1:pos:R:3:forces:R:3
C -1.11203 0.97872 1.64511 1.143 -1.160 0.453
C -1.17166 1.57541 0.45458 0.765 1.687 1.131
C -2.06738 0.95124 -0.47721 0.205 -1.345 -0.597
C -2.17541 -0.33998 -0.76170 0.658 -2.556 -0.297
C -1.26747 -1.53366 -0.50846 0.206 4.826 0.624
C 0.01201 -1.47059 -0.19980 1.099 -0.179 -2.533
N 0.84893 -2.48643 0.16632 0.424 -3.390 1.225
N 0.82877 -0.31571 -0.38819 -1.230 -1.402 -0.482
C 1.07061 0.54204 -1.35747 -1.003 0.807 -1.438
C 1.99319 1.40114 -0.80894 1.216 3.164 -2.792
C 2.34387 0.99466 0.40410 -0.733 -1.017 1.570
N 1.58094 -0.07334 0.64903 1.373 0.733 1.324
H -1.53666 -0.06623 1.70698 0.172 1.510 0.383
H -0.45546 1.31227 2.47327 -0.712 -0.011 -0.525
H -0.67564 2.58864 0.27911 -0.922 -1.478 0.129
H -2.86026 1.45018 -0.91750 -1.310 1.729 -0.530
H -3.07128 -0.71916 -1.24778 0.036 0.534 -0.258
H -1.69399 -2.40187 -0.23790 -1.782 -3.156 0.145
H 0.27069 -3.29015 0.52012 1.328 0.875 -0.597
H 1.71164 -2.80521 -0.38783 -2.080 0.969 0.824
H 0.54313 0.59428 -2.35485 0.641 -0.416 1.598
H 2.41204 2.33387 -1.19372 -0.323 -0.616 -0.434
H 2.96728 1.46868 1.10516 0.683 0.099 0.797
H 1.50413 -0.68879 1.43757 0.147 -0.209 0.281
```
Forces are in eV/Å.

Highest occupied orbital energy (eV): -12.0
Gap between HOMO and LUMO (eV): 8.4794
Energy above the lowest of the compared OMol25 structures with the same formula, charge and spin (kcal per mole): 80.8
Charge: +1
2S+1: 1

Löwdin atomic charge list, values in e, 5 entries: C 0.01; C -0.19; C -0.13; C -0.06; C 0.02

=====

An isolated ion of composition C9H12N3 and charge +1, computed with ωB97M-V/def2-TZVPD.

XYZ file:
```
24
Properties=species:S:1:pos:R:3:forces:R:3
C 0.94272 1.67846 0.54645 0.950 2.575 -3.395
N 0.72028 0.66428 -0.50358 -3.819 -0.316 0.211
C 1.88243 0.06259 -1.05331 3.243 -1.459 -0.051
C 2.57581 -1.05580 -0.24073 -3.167 0.839 -0.150
C 1.86672 -1.84515 0.53573 0.961 -1.250 1.770
C 0.46901 -1.66199 0.63109 -4.004 0.629 0.974
C -0.26604 -0.64727 0.16871 3.152 1.759 -0.452
N -1.55427 -0.30731 0.11364 -0.854 -0.525 0.273
C -2.20040 0.87968 0.54867 0.878 0.301 -0.750
C -3.45551 0.79539 0.05741 0.677 -0.170 -0.346
N -3.61304 -0.41618 -0.58563 -1.874 0.189 -0.215
C -2.52482 -1.07203 -0.54139 -0.143 -0.602 -0.185
H 1.61646 2.52018 0.11928 -1.163 -1.345 0.565
H 0.02463 2.10002 0.86272 -0.501 0.307 0.187
H 1.43614 1.25911 1.30266 1.910 -1.710 3.228
H 0.11099 1.21782 -1.18423 1.044 -1.669 0.440
H 2.69404 0.73882 -1.06248 0.589 1.658 -0.013
H 1.89255 -0.23384 -2.08458 -1.159 -0.255 -0.634
H 3.59543 -1.05439 -0.21265 2.575 -0.065 -0.314
H 2.27635 -2.56943 1.29007 -0.062 0.716 -1.216
H -0.23117 -2.24724 1.29824 1.243 -0.042 -0.865
H -1.61926 1.73477 0.90536 -0.791 -0.747 0.167
H -4.18270 1.58611 0.01128 -0.290 -0.185 0.252
H -2.45637 -2.12661 -0.92271 0.603 1.368 0.521
```
Forces are in eV/Å.

Highest occupied orbital energy (eV): -13.0
Gap between HOMO and LUMO (eV): 9.1288
Energy above the lowest of the compared OMol25 structures with the same formula, charge and spin (kcal per mole): 83.2
Charge: +1
2S+1: 1

Löwdin atomic charge list, values in e, 5 entries: C 0.01; N -0.05; C -0.14; C -0.01; C -0.08

=====

An isolated ion of composition C9H12N3 and charge +1, computed with ωB97M-V/def2-TZVPD.

XYZ file:
```
24
Properties=species:S:1:pos:R:3:forces:R:3
C 3.35977 1.11929 0.16592 -2.194 -1.400 0.842
C 4.23231 0.05030 0.22405 -0.651 0.508 -1.457
N 3.56989 -1.13254 -0.11470 2.396 1.352 0.924
C 2.48676 -1.73470 0.00321 -2.191 -1.402 0.074
C 0.99487 -1.59784 0.33674 -0.448 -0.921 -0.837
C 0.01131 -0.79248 -0.06897 2.182 2.457 1.139
N -1.37828 -1.13680 0.30360 -0.810 1.565 -3.820
C -2.05987 0.17278 0.65240 0.244 0.121 -3.058
C -1.46135 1.05669 -0.53378 -0.665 -1.366 -1.159
C 0.08679 0.71093 -0.60434 -2.288 -1.076 -0.562
C 0.86019 1.79754 0.16495 0.632 1.309 -1.129
N 2.23624 1.49526 0.20811 1.459 -0.153 0.503
H 5.28432 0.20618 -0.01561 -0.408 -0.522 0.192
H 2.52545 -2.80644 -0.19560 0.421 -0.163 -0.225
H 0.52597 -2.60386 0.59565 1.228 1.059 0.329
H -1.55051 -1.82644 0.93882 0.342 -2.241 3.040
H -1.75391 -1.60881 -0.54010 -0.433 0.855 0.072
H -1.50955 0.43173 1.52293 -0.302 0.550 1.201
H -3.18723 0.11143 0.70542 1.499 -0.037 0.134
H -1.92703 0.84476 -1.57295 0.457 -0.134 1.839
H -1.71678 2.07342 -0.37272 0.176 1.092 0.324
H 0.39900 0.66986 -1.69040 -0.092 0.168 1.302
H 0.88765 2.77801 -0.40618 -0.904 -1.128 0.269
H 0.41115 2.06360 1.13350 0.348 -0.491 0.063
```
Forces are in eV/Å.

Highest occupied orbital energy (spin up / spin down) (eV): -10.9 / -10.9
Gap between HOMO and LUMO (spin up / spin down) (eV): 7.5672 / 7.5677
Energy above the lowest of the compared OMol25 structures with the same formula, charge and spin (kcal per mole): 129.2
Charge: +1
2S+1: 1

Löwdin atomic charge list, values in e, 5 entries: C 0.01; C -0.13; N 0.04; C -0.17; C 0.03

=====

An isolated ion of composition C9H12N4 and charge +2, computed with ωB97M-V/def2-TZVPD.

XYZ file:
```
25
Properties=species:S:1:pos:R:3:forces:R:3
C 1.79888 0.63408 -0.98816 2.956 2.019 -2.771
C 0.66163 0.62927 -1.84876 0.014 0.024 -0.022
C 1.83349 0.13592 0.24495 0.170 -1.580 1.873
C -0.53146 -0.01391 -1.40986 1.065 0.419 -0.588
C 0.59268 -1.50557 1.82462 1.158 -2.074 2.009
C -0.45858 -0.79101 -0.30924 0.299 0.771 1.473
C 0.54644 -0.50325 0.74143 0.031 0.839 0.231
C -1.76994 -0.01988 -2.15660 -1.127 3.228 -0.936
C -0.16519 0.79902 1.58587 4.030 0.118 0.049
N 1.51461 -2.52146 2.03427 -0.520 0.558 0.530
N 0.07520 -2.19810 4.00811 3.580 -2.919 -0.787
N 1.64013 -3.15577 3.11604 -3.427 2.140 1.155
N -0.11945 -1.48739 3.04654 -1.462 2.304 -3.361
H 2.80066 1.11106 -1.40205 -2.308 -0.974 0.846
H 0.73794 1.10288 -2.88579 -0.213 -0.653 1.598
H 2.80783 0.13896 0.85969 -1.877 0.206 -0.757
H -1.30070 -1.43965 -0.06916 0.161 0.055 0.096
H 2.14028 -2.81886 1.27834 0.181 0.027 -0.063
H -2.57746 -0.37826 -1.55623 -0.505 -0.901 -0.108
H -1.56489 -0.47043 -3.09426 -0.634 -0.748 -1.011
H -2.12673 1.06449 -2.38713 0.872 -1.627 0.238
H 0.51590 0.89506 2.48432 -0.953 -0.107 -0.761
H -1.11233 0.44610 1.86612 -1.629 0.683 -0.146
H 0.06152 1.72477 1.02631 -1.268 -0.541 0.023
H -0.98476 -0.83713 2.95392 1.409 -1.270 1.190
```
Forces are in eV/Å.

Highest occupied orbital energy (spin up / spin down) (eV): -17.8 / -17.8
Gap between HOMO and LUMO (spin up / spin down) (eV): 7.5632 / 7.5648
Energy above the lowest of the compared OMol25 structures with the same formula, charge and spin (kcal per mole): 131.8
Charge: +2
2S+1: 1

Löwdin atomic charge list, values in e, 5 entries: C -0.04; C 0.15; C 0.03; C -0.26; C -0.16

=====

One molecule with the formula C9H12N4O2, computed with ωB97M-V/def2-TZVPD.

XYZ file:
```
27
Properties=species:S:1:pos:R:3:forces:R:3
C -1.90353 2.04899 0.57699 -1.746 0.819 0.062
N -1.64253 0.80883 -0.03364 1.335 -1.955 -2.620
C -2.64036 0.40115 -1.13382 1.530 -0.611 1.447
C -0.37678 0.34996 -0.06962 6.047 2.676 1.329
C 0.99631 1.22261 0.04071 -4.386 -2.961 -0.818
C 0.96986 2.63570 0.04796 0.909 -0.480 0.247
N 1.22946 3.75145 0.17462 -0.481 0.390 -0.196
C 2.28317 0.51337 -0.02846 -0.183 0.996 -0.166
O 3.39509 1.03774 0.01357 -1.368 -0.447 0.081
N 2.19318 -0.87170 -0.26411 -2.050 -2.097 1.054
C 3.44698 -1.59439 -0.32586 1.260 0.122 -0.863
C 1.03912 -1.70995 -0.01019 0.776 1.790 0.343
O 1.04478 -2.91577 0.12986 0.334 1.136 -0.406
N -0.16823 -0.96308 0.16486 -2.243 -2.062 -0.258
C -1.35523 -1.71254 0.80136 0.238 -1.814 -0.449
H -3.01333 1.90055 0.59346 0.590 1.570 0.760
H -1.46243 2.04321 1.56587 -0.179 0.151 0.287
H -1.56818 2.96716 0.05629 -0.404 -0.510 -0.020
H -2.33420 -0.34523 -1.89039 0.484 0.295 0.836
H -3.46143 0.01536 -0.56637 -0.927 -0.103 -0.155
H -2.84919 1.29782 -1.65009 -0.577 0.967 -0.562
H 4.13398 -0.85995 -0.87653 -0.781 -1.666 0.356
H 3.93941 -1.69953 0.67581 -0.703 -0.198 -0.702
H 3.21359 -2.60220 -0.81448 0.842 1.560 0.662
H -2.27899 -1.90188 0.18980 1.431 -0.047 -0.597
H -1.85822 -1.02288 1.49432 1.065 -0.451 0.687
H -0.97229 -2.79480 1.13809 -0.815 2.931 -0.339
```
Forces are in eV/Å.

Highest occupied orbital energy (eV): -8.4
Gap between HOMO and LUMO (eV): 8.1377
Energy above the lowest of the compared OMol25 structures with the same formula, charge and spin (kcal per mole): 39.9
2S+1: 1

Löwdin atomic charge list, values in e, 5 entries: C -0.07; N -0.20; C 0.01; C -0.15; C -0.02

=====

An isolated ion of composition C9H12N5 and charge +1, computed with ωB97M-V/def2-TZVPD.

XYZ file:
```
26
Properties=species:S:1:pos:R:3:forces:R:3
N -0.88118 1.91181 -0.17434 1.126 1.615 -0.252
N -1.68976 0.87227 -0.41451 -1.473 0.132 -0.808
C -2.98552 1.00170 -0.61568 2.025 1.626 1.819
N -3.83981 -0.05738 -0.46063 -0.541 -0.186 -0.667
C -3.66854 -1.09267 0.27415 0.842 1.852 -0.988
N -2.42521 -1.27932 0.93316 3.731 -0.547 -0.615
C -1.18384 -1.07820 0.18410 -3.908 0.231 0.624
N -0.03782 -0.96551 0.80994 -0.126 -0.245 -0.463
C 1.22634 -0.58971 0.26880 0.385 -0.214 -1.728
C 2.26226 -0.51847 1.20650 -1.301 -0.907 0.368
C 3.45866 -0.01352 0.89469 1.626 1.207 -4.395
C 3.67213 0.36462 -0.48218 -1.667 -0.723 1.171
C 2.67737 0.16638 -1.46119 1.563 1.306 -0.452
C 1.44817 -0.30264 -1.12618 -1.576 -0.683 2.505
H 0.08839 1.87880 -0.54114 -1.116 -0.624 0.220
H -1.21756 2.89197 -0.23559 -0.343 -1.073 0.088
H -3.38800 2.07441 -0.61717 0.099 -1.763 -0.362
H -4.50830 -1.76873 0.17648 0.374 -0.713 1.113
H -2.18923 -1.45264 1.92150 -1.351 -0.127 -0.630
H -1.33066 -1.31066 -0.87057 0.805 -0.085 0.376
H -0.07079 -0.75658 1.78460 -0.249 -0.019 0.713
H 2.23716 -0.97769 2.17558 -0.953 0.006 0.550
H 4.30283 0.05581 1.53345 0.292 -0.001 0.783
H 4.58095 0.81701 -0.73171 1.245 0.476 -0.501
H 2.76533 0.51142 -2.51773 0.550 -0.434 1.000
H 0.69663 -0.38249 -1.91431 -0.059 -0.106 0.531
```
Forces are in eV/Å.

Highest occupied orbital energy (eV): -12.2
Gap between HOMO and LUMO (eV): 8.5487
Energy above the lowest of the compared OMol25 structures with the same formula, charge and spin (kcal per mole): 59.7
Charge: +1
2S+1: 1

Löwdin atomic charge list, values in e, 5 entries: N 0.06; N -0.07; C -0.15; N 0.08; C -0.13